# 1
{"formula": "C7H14N2O5", "method": "ωB97M-V/def2-TZVPD", "species": ["C", "C", "C", "C", "C", "C", "C", "H", "H", "H", "H", "H", "H", "H", "H", "H", "H", "H", "H", "H", "H", "N", "N", "O", "O", "O", "O", "O"], "positions_angstrom": [[2.0187, -0.4499, -1.3242], [0.6763, 0.1018, -0.8141], [1.6689, -1.8900, -1.8219], [-0.5766, 0.7978, 1.1737], [-1.4139, -0.5231, 1.3917], [-1.4177, 1.6856, 0.3015], [-2.1330, 2.6794, 1.1395], [3.5315, -1.5189, -0.1130], [3.8866, 0.2345, -0.5674], [2.3301, -0.0836, -2.3158], [0.7320, -1.4926, -2.3483], [2.4650, -2.4163, -2.2823], [0.3182, -2.9486, -0.5365], [1.6120, 0.1957, 0.8833], [-0.4202, 1.4110, 2.0158], [-2.0787, 1.1576, -0.2767], [-0.4712, 2.1751, -1.5940], [-2.5595, 2.0239, 1.9847], [-1.4903, 3.2741, 1.6459], [-2.8266, 3.2156, 0.5680], [0.1072, -1.1812, 0.5918], [3.0781, -0.5101, -0.3148], [0.6301, 0.4842, 0.4817], [-0.3407, -0.0745, -1.5953], [1.3136, -2.3522, -0.5206], [-2.5158, -0.6155, 1.9721], [-0.6225, 2.4144, -0.5781], [-0.8382, -1.6565, 0.8344]], "forces_ev_per_a": [[1.6, -1.3, -1.5], [-2.7, -1.1, -2.9], [-3.1, 3.6, 2.2], [-0.6, -1.8, -1.0], [-2.7, -2.2, 1.7], [0.5, 1.7, -1.2], [-1.8, -3.8, 1.5], [-1.6, 3.2, -1.0], [-2.4, -2.6, 0.9], [0.0, 1.3, 0.7], [1.2, -2.0, -0.4], [0.5, -0.5, -0.6], [4.6, 2.5, -0.1], [-2.1, 1.1, -0.3], [0.7, -0.1, 1.5], [-1.8, -1.7, -1.1], [-1.2, -0.2, 3.8], [-0.3, 1.2, -1.2], [2.3, 2.2, 1.2], [-1.2, 0.8, -0.5], [-2.6, -2.6, 0.4], [3.5, 0.6, 0.0], [3.6, -1.5, -0.3], [3.1, 1.3, 2.5], [-4.7, -4.8, 0.0], [3.4, 1.0, -1.8], [1.9, 1.7, -3.5], [2.0, 4.1, 0.7]], "lowdin_charge": [-0.320, -0.396, -0.188, -0.148, -0.365, -0.443, -0.008, 0.151, 0.146, 0.150, 0.132, 0.109, 0.242, 0.194, 0.148, 0.123, 0.176, 0.127, 0.051, 0.079, 0.119, -0.012, 0.085, -0.004, -0.182, 0.072, -0.063, 0.027], "homo_energy_ha": -0.358, "de_lowest_kj_mol": 450.8, "homo_lumo_gap_ev": 10.161, "total_energy_ev": -20700.065}

=====

# 2
{"formula": "C31H72BI2N5O12", "method": "ωB97M-V/def2-TZVPD", "species": ["C", "C", "I", "C", "I", "B", "C", "C", "C", "C", "O", "O", "O", "N", "O", "H", "H", "H", "H", "H", "H", "H", "H", "H", "H", "H", "H", "C", "O", "C", "C", "N", "C", "C", "O", "C", "H", "H", "H", "H", "H", "H", "H", "H", "H", "H", "H", "H", "H", "H", "H", "C", "O", "C", "C", "N", "C", "C", "O", "C", "H", "H", "H", "H", "H", "H", "H", "H", "H", "H", "H", "H", "H", "H", "H", "C", "O", "C", "C", "N", "C", "C", "O", "C", "H", "H", "H", "H", "H", "H", "H", "H", "H", "H", "H", "H", "H", "H", "H", "C", "O", "C", "C", "N", "C", "C", "O", "C", "H", "H", "H", "H", "H", "H", "H", "H", "H", "H", "H", "H", "H", "H", "H"], "positions_angstrom": [[2.7372, 2.7254, -1.5861], [2.0593, 1.9855, -2.9141], [3.4245, 2.5028, -4.6026], [2.1609, 0.3536, -2.7021], [1.6943, -0.7865, -4.5634], [1.3707, -0.2180, -1.3794], [-0.1727, 0.1174, -0.9270], [-1.2597, 0.2025, -2.1502], [-1.6452, 1.7684, -2.4829], [-3.2511, 2.0979, -2.4710], [-3.6524, 3.1432, -3.2467], [-4.2735, 1.3973, -1.6668], [2.1474, -1.1125, -0.4494], [1.9196, -0.7333, 0.8305], [2.4052, 0.3913, 1.0227], [1.8567, 3.1656, -0.9496], [3.4056, 1.9739, -0.9511], [3.4879, 3.5851, -1.9317], [0.9878, 2.3791, -3.1702], [3.3190, 0.1295, -2.5170], [-0.2161, 1.0664, -0.2040], [-0.5215, -0.7931, -0.2378], [-2.2633, -0.2940, -1.7356], [-0.9810, -0.4030, -3.1118], [-1.1294, 2.4973, -1.7267], [-1.2501, 1.9765, -3.5895], [-4.9687, 2.0976, -1.4138], [-6.7651, 3.9310, 0.2888], [-6.1253, 2.7005, 0.6028], [-5.0813, 2.8321, 1.5760], [-5.5021, 2.2052, 2.9156], [-6.5481, 2.9953, 3.5727], [-7.1990, 2.3040, 4.6932], [-7.9436, 0.9895, 4.3861], [-9.1211, 1.1561, 3.5936], [-8.8854, 1.2407, 2.1957], [-7.3883, 3.7741, -0.5955], [-7.4111, 4.2554, 1.1059], [-6.0330, 4.7114, 0.0586], [-4.7635, 3.8737, 1.7023], [-4.2251, 2.2703, 1.1885], [-4.6296, 2.1434, 3.5749], [-5.8459, 1.1892, 2.7056], [-7.2640, 3.2313, 2.8910], [-7.9233, 3.0104, 5.1132], [-6.4506, 2.1188, 5.4736], [-8.2901, 0.5864, 5.3452], [-7.2921, 0.2196, 3.9609], [-8.0354, 0.6289, 1.8760], [-8.7462, 2.2795, 1.9001], [-9.7798, 0.8817, 1.6766], [7.4885, 2.2464, 1.0520], [6.4730, 1.7302, 1.9032], [5.5225, 0.9026, 1.2207], [5.6976, -0.5721, 1.6194], [6.9401, -1.1308, 1.0769], [7.3131, -2.4263, 1.6596], [7.5815, -2.4764, 3.1768], [8.7553, -1.7716, 3.5864], [8.5751, -0.3734, 3.7585], [8.0329, 3.0185, 1.6019], [8.1974, 1.4661, 0.7714], [7.0597, 2.7025, 0.1542], [5.5676, 1.0326, 0.1330], [4.5321, 1.2319, 1.5518], [4.8477, -1.1512, 1.2425], [5.6863, -0.6175, 2.7113], [7.7005, -0.4787, 1.2488], [8.2268, -2.7445, 1.1459], [6.5379, -3.1605, 1.4077], [7.7648, -3.5263, 3.4349], [6.7155, -2.1731, 3.7735], [7.5734, -0.1214, 4.1218], [8.7920, 0.1508, 2.8290], [9.3045, -0.0237, 4.4961], [-1.8702, -5.6968, -10.3081], [-2.4600, -5.5370, -9.0240], [-2.2635, -6.6646, -8.1614], [-1.2773, -6.3225, -7.0324], [0.0886, -6.1655, -7.5422], [1.0146, -5.5526, -6.5811], [0.6955, -4.1260, -6.0917], [0.8206, -3.1206, -7.0995], [-0.3140, -2.9851, -7.9430], [-2.2424, -4.8981, -10.9549], [-0.7841, -5.6104, -10.2530], [-2.1467, -6.6570, -10.7549], [-1.9474, -7.5572, -8.7140], [-3.2376, -6.8827, -7.7114], [-1.2929, -7.1228, -6.2847], [-1.6314, -5.4035, -6.5584], [0.0678, -5.5819, -8.3741], [1.9952, -5.5292, -7.0688], [1.1101, -6.2169, -5.7133], [1.4440, -3.8736, -5.3311], [-0.2731, -4.0549, -5.5870], [-1.2534, -3.1865, -7.4177], [-0.2133, -3.6297, -8.8149], [-0.3430, -1.9553, -8.3130], [0.1593, 3.9135, 7.2578], [1.2631, 3.3192, 6.5866], [1.5551, 1.9895, 7.0348], [1.1809, 0.9567, 5.9589], [-0.2731, 0.8469, 5.8031], [-0.6879, 0.1104, 4.6021], [-0.2668, 0.6809, 3.2332], [-0.9030, 1.9146, 2.8933], [-0.2950, 3.0678, 3.4568], [0.1423, 4.9775, 7.0081], [-0.7824, 3.4725, 6.9278], [0.2569, 3.8174, 8.3438], [1.0750, 1.7623, 7.9939], [2.6382, 1.9464, 7.1893], [1.5878, -0.0207, 6.2399], [1.6567, 1.2710, 5.0266], [-0.6733, 1.7798, 5.7531], [-1.7823, 0.0699, 4.6271], [-0.3323, -0.9241, 4.6846], [-0.5948, -0.0376, 2.4724], [0.8190, 0.7566, 3.1184], [0.7911, 2.9653, 3.5513], [-0.7464, 3.2977, 4.4208], [-0.5025, 3.9183, 2.7998]], "forces_ev_per_a": [[0.2, 0.2, -0.3], [0.6, -0.6, 1.1], [-0.8, -0.1, 0.6], [1.8, 0.6, 0.6], [0.0, 0.4, 1.2], [-0.1, 0.0, 0.1], [-0.5, -0.9, 0.7], [-1.5, 0.3, 1.1], [-0.2, -1.1, -0.8], [-2.9, 5.2, -3.4], [2.4, -6.5, 5.1], [2.6, 2.7, -1.3], [-1.3, 1.3, -2.0], [2.1, 3.5, 1.1], [-2.0, -3.5, -0.3], [1.9, -0.8, -1.0], [-1.7, 1.5, -1.4], [-2.0, -1.8, 0.8], [2.2, -0.8, 0.5], [-2.5, 0.5, -0.6], [0.0, -1.9, -1.7], [0.8, 1.9, -1.3], [2.2, 1.0, -0.9], [-0.3, 1.4, 1.9], [-1.1, -1.3, -1.4], [-1.2, 0.0, 2.5], [1.3, -1.3, -0.7], [-0.1, -0.2, -0.2], [0.2, 0.5, -0.1], [0.1, -0.7, 0.4], [-0.2, 0.6, -0.4], [0.0, -0.3, -0.1], [-0.2, 0.1, -0.3], [-0.3, 0.3, 0.4], [0.5, -0.2, 0.0], [-0.4, -0.1, 0.1], [0.1, -0.1, 0.1], [0.0, 0.2, 0.0], [-0.1, 0.0, 0.1], [-0.2, 0.0, 0.0], [0.0, 0.0, 0.1], [0.0, 0.0, 0.0], [0.2, -0.2, -0.1], [0.2, -0.1, 0.2], [0.0, -0.2, 0.0], [0.0, -0.1, -0.1], [0.0, 0.1, -0.1], [0.0, 0.1, -0.2], [0.0, 0.1, 0.1], [0.2, 0.1, -0.2], [0.1, 0.0, 0.2], [-0.1, 0.1, 0.4], [0.0, 0.0, -0.6], [-0.1, -0.4, 0.6], [0.4, 0.5, -0.4], [-0.1, 0.0, 0.3], [0.2, 0.3, 0.0], [0.4, -0.4, -0.2], [-0.6, 0.0, 0.0], [0.4, -0.2, 0.2], [-0.1, -0.1, 0.0], [0.1, 0.0, -0.2], [0.0, -0.1, 0.0], [0.2, 0.0, 0.1], [0.1, 0.0, 0.0], [0.1, 0.0, 0.0], [-0.2, 0.1, 0.1], [-0.2, -0.1, -0.1], [-0.1, -0.1, 0.1], [0.0, 0.1, 0.1], [0.1, 0.1, 0.0], [0.0, 0.2, 0.0], [0.0, 0.0, -0.2], [-0.2, 0.2, -0.1], [-0.1, -0.2, 0.0], [-0.3, 0.2, 0.2], [0.2, -0.5, -0.2], [0.0, 0.4, 0.6], [0.1, -0.1, -0.7], [-0.2, 0.2, 0.2], [-0.1, 0.1, -0.3], [0.6, -0.2, 0.0], [-0.3, -0.2, 0.4], [0.2, 0.4, -0.1], [0.0, -0.1, 0.2], [0.1, -0.1, -0.1], [0.1, 0.0, 0.0], [0.1, 0.2, 0.0], [0.1, 0.0, 0.0], [0.0, 0.0, 0.0], [-0.2, 0.0, 0.1], [0.0, -0.2, 0.2], [-0.1, 0.1, 0.1], [-0.1, 0.1, 0.0], [0.0, 0.0, -0.1], [-0.1, 0.0, -0.2], [0.1, -0.1, -0.1], [-0.2, -0.1, -0.1], [0.1, -0.1, 0.1], [0.3, 0.1, -0.2], [-0.3, -0.2, 0.5], [0.2, -0.2, -0.6], [-0.4, 0.4, 0.4], [0.2, 0.0, -0.2], [-0.1, 0.3, 0.1], [-0.4, -0.3, 0.0], [0.4, -0.2, 0.1], [-0.2, 0.1, -0.3], [0.1, -0.2, 0.0], [-0.2, 0.0, 0.2], [-0.1, 0.0, 0.0], [-0.1, 0.1, -0.2], [-0.1, 0.0, 0.0], [0.0, 0.0, 0.0], [0.3, 0.0, 0.0], [0.1, -0.2, 0.1], [0.1, 0.0, -0.1], [0.1, 0.1, -0.1], [0.0, 0.1, 0.1], [0.0, 0.2, 0.1], [-0.1, -0.1, 0.1], [0.2, 0.1, 0.2], [0.0, -0.2, 0.0]], "lowdin_charge": [-0.173, -0.726, 0.712, -0.666, 0.859, -0.410, -0.117, -0.188, -0.099, -0.250, -0.064, -0.016, -0.009, 0.013, 0.001, 0.089, 0.079, 0.058, 0.075, 0.095, 0.131, 0.125, 0.124, 0.074, 0.127, 0.136, 0.116, -0.104, -0.218, -0.195, -0.200, -0.055, -0.194, -0.216, -0.181, -0.100, 0.094, 0.074, 0.092, 0.124, 0.114, 0.120, 0.099, 0.064, 0.118, 0.116, 0.120, 0.108, 0.089, 0.065, 0.090, -0.109, -0.193, -0.207, -0.201, -0.052, -0.193, -0.216, -0.182, -0.100, 0.091, 0.072, 0.087, 0.116, 0.098, 0.108, 0.101, 0.065, 0.118, 0.116, 0.119, 0.107, 0.089, 0.066, 0.090, -0.113, -0.199, -0.202, -0.207, -0.056, -0.191, -0.247, -0.230, -0.094, 0.090, 0.072, 0.087, 0.120, 0.119, 0.121, 0.097, 0.065, 0.119, 0.117, 0.078, 0.109, 0.092, 0.067, 0.092, -0.112, -0.199, -0.201, -0.204, -0.054, -0.189, -0.224, -0.193, -0.095, 0.090, 0.071, 0.088, 0.120, 0.119, 0.122, 0.098, 0.064, 0.116, 0.118, 0.109, 0.089, 0.092, 0.067, 0.089], "homo_energy_ha": -0.321, "homo_lumo_gap_ev": 7.646, "total_energy_ev": -82201.156}

=====

# 3
{"formula": "C4H6BrN2", "method": "ωB97M-V/def2-TZVPD", "species": ["C", "C", "C", "C", "N", "N", "Br", "H", "H", "H", "H", "H", "H"], "positions_angstrom": [[-0.8863, 0.6908, -0.5374], [0.4610, -0.0653, -0.4841], [-1.9850, 0.1147, -0.1688], [0.2138, -1.5707, -0.2562], [-0.8285, -2.0259, 0.1475], [1.2622, 0.5585, 0.6967], [-3.7233, 0.3803, 0.0959], [-1.0045, 1.6986, -0.7528], [1.0200, 0.2841, -1.4205], [1.0990, -2.1842, -0.4300], [1.3657, 1.6257, 0.5021], [2.2947, 0.0628, 0.9451], [0.7113, 0.4307, 1.6626]], "forces_ev_per_a": [[1.0, -1.8, 0.9], [-0.8, 2.1, -1.2], [0.5, -2.4, 0.6], [2.8, 1.8, -0.8], [-3.1, 0.1, 0.6], [1.6, -0.4, 2.7], [-0.2, 0.0, 0.0], [0.6, 2.0, -0.8], [-0.3, -1.2, 1.3], [0.1, -0.3, 0.0], [0.1, -2.3, 0.7], [-3.3, 1.8, -1.3], [1.1, 0.4, -2.7]], "lowdin_charge": [-0.192, -0.254, -0.603, -0.276, 0.220, 0.131, 0.915, 0.094, 0.171, 0.124, 0.196, 0.254, 0.220], "homo_energy_ha": [-0.462, -0.499], "charge": 1, "de_lowest_kj_mol": 510.2, "homo_lumo_gap_ev": [8.013, 9.126], "total_energy_ev": -77255.618}

=====

# 4
{"formula": "C3H3P3", "method": "ωB97M-V/def2-TZVPD", "species": ["C", "C", "C", "P", "P", "P", "H", "H", "H"], "positions_angstrom": [[1.3597, 0.1841, -0.5351], [0.0671, 0.4287, -0.3600], [-1.5096, 0.2048, -0.2373], [2.9113, -0.2988, -0.4838], [-1.0366, 1.8358, 0.2801], [-2.4259, -1.1416, -0.3347], [2.9615, -0.6650, 1.0127], [-0.8333, 1.2954, 1.5456], [-1.4942, -1.8435, -0.8876]], "forces_ev_per_a": [[-3.6, -0.2, 1.0], [-0.7, 0.9, -0.2], [3.9, -0.4, -0.6], [0.9, -0.3, 1.2], [0.7, -0.1, -0.4], [-3.4, 1.4, 1.2], [-0.3, 0.4, -1.7], [0.0, 0.4, 0.9], [2.6, -2.2, -1.4]], "lowdin_charge": [-0.603, -0.506, -0.933, 0.715, 0.872, 0.832, -0.103, -0.075, -0.198], "homo_energy_ha": -0.314, "de_lowest_kj_mol": 327.8, "homo_lumo_gap_ev": 7.740, "total_energy_ev": -31020.023}